--- i ---
{"formula": "C2H4BrN", "method": "wB97M-V/def2-TZVPD", "lumo_ha": 0.0231, "smiles": "C/N=C/Br", "e_homo_ev": -9.76, "gap_ev": 10.4, "total_charge": 0, "symbols": ["Br", "N", "C", "C", "H", "H", "H", "H"], "coordinates": [[3.1102, 0.0870, 0.0321], [0.2799, -0.6051, 0.1382], [1.2310, 0.3626, 0.1312], [-1.1075, -0.3404, -0.0380], [-1.6072, -0.8591, 0.6433], [0.8137, 1.3147, 0.0509], [-1.2559, 0.7867, 0.1736], [-1.4643, -0.7464, -1.1312]], "nbo_charge": [0.087, -0.406, -0.013, -0.412, 0.201, 0.165, 0.160, 0.218]}


--- ii ---
{"formula": "C2H4BrN", "method": "wB97M-V/def2-TZVPD", "lumo_ha": 0.0314, "smiles": "[H]/N=C(/C)Br", "e_homo_ev": -9.52, "gap_ev": 10.4, "total_charge": 0, "symbols": ["Br", "N", "C", "C", "H", "H", "H", "H"], "coordinates": [[2.1747, -0.4005, -0.0223], [0.1513, 1.6266, 0.0521], [0.4436, 0.4620, -0.0683], [-0.7908, -0.8391, -0.0017], [-0.9114, -1.2453, 1.0486], [-1.5339, -0.5458, -0.6760], [0.6416, 2.5164, 0.0881], [-0.1750, -1.5743, -0.4205]], "nbo_charge": [-0.059, -0.665, 0.281, -0.623, 0.237, 0.223, 0.399, 0.206]}


The structure with the greatest stability is ii.


--- i ---
{"formula": "C4H5N3", "method": "wB97M-V/def2-TZVPD", "lumo_ha": 0.0279, "smiles": "[H]/N=C/N1C[C@H]1C#N", "e_homo_ev": -10.43, "gap_ev": 11.2, "total_charge": 0, "symbols": ["N", "N", "N", "C", "C", "C", "C", "H", "H", "H", "H", "H"], "coordinates": [[2.7843, 0.2053, -1.9639], [-0.3033, 0.5930, -0.3737], [-0.4492, 0.8019, 1.9194], [1.9421, 0.0966, -1.1261], [0.8276, -0.2198, -0.3501], [-0.3814, -0.8443, -0.8983], [-1.0057, 0.6773, 0.8275], [-0.8987, -1.4585, -0.2462], [-1.1231, 0.9080, 2.7983], [1.1605, -0.5520, 0.7163], [-0.5137, -1.1035, -1.9855], [-2.0393, 0.8961, 0.6822]], "nbo_charge": [-0.285, -0.373, -0.654, 0.275, -0.219, -0.216, 0.252, 0.201, 0.366, 0.261, 0.231, 0.162]}


--- ii ---
{"formula": "C4H5N3", "method": "wB97M-V/def2-TZVPD", "lumo_ha": 0.0310, "e_homo_ev": -9.73, "gap_ev": 10.6, "total_charge": 0, "symbols": ["N", "N", "N", "C", "C", "C", "C", "H", "H", "H", "H", "H"], "coordinates": [[-1.5799, -0.1751, 0.2641], [1.5031, -0.6333, 0.6044], [0.1832, 1.2094, -0.1184], [-0.6190, -0.9000, -0.5688], [0.7024, -0.0981, -0.4635], [-1.0600, 0.9666, 0.4712], [1.8522, -1.1427, 1.6056], [-0.9755, -0.9046, -1.6054], [1.2949, -0.0817, -1.3798], [-0.4930, -1.9323, -0.2330], [-1.5473, 1.7583, 1.0336], [0.8141, 1.8668, 0.3199]], "nbo_charge": [-0.441, -0.566, -0.620, -0.258, 0.073, 0.250, 0.310, 0.209, 0.222, 0.223, 0.198, 0.400]}


The structure with the greatest stability is ii.


--- i ---
{"formula": "C4H5N3", "method": "wB97M-V/def2-TZVPD", "lumo_ha": 0.0327, "e_homo_ev": -9.45, "gap_ev": 10.3, "total_charge": 0, "symbols": ["N", "N", "N", "C", "C", "C", "C", "H", "H", "H", "H", "H"], "coordinates": [[-0.4247, -1.0835, 0.2372], [1.3286, -0.0344, 1.4103], [1.0685, 1.0089, -0.6504], [-0.7961, 0.3444, 0.1391], [0.8633, -1.1086, 0.8988], [0.5996, 0.8060, 0.5275], [-0.3082, 0.9140, -1.2073], [-1.7596, 0.6332, 0.5826], [-0.6483, 1.9095, -1.4672], [-0.3951, 0.2096, -2.0438], [-1.0124, -1.6175, 0.8684], [1.4844, -1.9816, 0.7047]], "nbo_charge": [-0.630, -0.447, -0.383, -0.158, 0.284, 0.353, -0.239, 0.217, 0.198, 0.211, 0.388, 0.206]}


--- ii ---
{"formula": "C4H5N3", "method": "wB97M-V/def2-TZVPD", "lumo_ha": -0.0460, "e_homo_ev": -9.57, "gap_ev": 8.3, "total_charge": 0, "symbols": ["N", "N", "N", "C", "C", "C", "C", "H", "H", "H", "H", "H"], "coordinates": [[2.9312, -1.7341, -1.5615], [-0.1559, -0.3339, -0.7219], [0.0968, 1.7468, 0.9248], [2.0185, -1.3111, -0.9898], [-1.7056, 0.5071, 0.4067], [0.9267, -0.7562, -0.2245], [0.9042, 1.3574, 1.6992], [-2.0758, 1.0221, -0.4702], [-1.9769, -0.5389, 0.4948], [1.0900, -0.6161, 0.8506], [-0.2647, -0.4054, -1.7343], [-1.7885, 1.0623, 1.3261]], "nbo_charge": [-0.210, -0.474, -0.724, 0.186, -0.145, 0.095, -0.017, 0.203, 0.187, 0.271, 0.389, 0.240]}


The structure with the greatest stability is i.


--- i ---
{"formula": "C20H23N3O3", "method": "wB97M-V/def2-TZVPD", "lumo_ha": 0.0255, "smiles": "CN1CCN(c2ccc(NC(=O)c3ccc4c(c3)OCCO4)cc2)CC1", "e_homo_ev": -7.50, "gap_ev": 8.2, "total_charge": 0, "symbols": ["O", "O", "O", "N", "N", "N", "C", "C", "C", "C", "C", "C", "C", "C", "C", "C", "C", "C", "C", "C", "C", "C", "C", "C", "C", "C", "H", "H", "H", "H", "H", "H", "H", "H", "H", "H", "H", "H", "H", "H", "H", "H", "H", "H", "H", "H", "H", "H", "H"], "coordinates": [[-2.1850, -2.7914, 1.7051], [-1.6981, 0.0212, 1.6427], [3.8705, -1.1792, 2.9727], [-2.7573, 1.6411, -2.6147], [0.0837, 1.8700, -2.9439], [3.4491, 0.1012, 1.1781], [-3.1205, -1.8682, 1.1967], [0.9588, 1.3995, -1.9723], [3.0857, -0.8109, 2.1213], [-0.9270, -2.2682, 1.8567], [-1.9492, 0.4784, -2.9379], [1.4211, -2.6619, 2.1821], [1.6769, -1.3010, 2.0478], [-0.7083, 0.9328, -3.7127], [1.7458, 2.3013, -1.2429], [-3.9842, 1.2736, -1.9456], [1.1600, 0.0374, -1.7200], [-1.9797, 2.5878, -1.8341], [0.6168, -0.4179, 1.8904], [-0.6820, -0.8921, 1.7983], [2.6899, 0.5246, 0.0736], [2.5866, 1.8762, -0.2374], [2.0117, -0.3897, -0.7232], [-0.7425, 3.0204, -2.6280], [-2.9716, -0.5233, 1.9063], [0.1316, -3.1416, 2.0765], [-0.0994, 0.0826, -4.0178], [0.6406, -0.7158, -2.2894], [0.7709, 0.6481, 1.8409], [-0.0842, -4.1954, 2.1503], [-4.5780, 2.1701, -1.7731], [-3.8080, 0.7775, -0.9769], [-2.6057, 3.4585, -1.6252], [-2.5454, -0.1978, -3.5559], [-4.1081, -2.3005, 1.3648], [3.1566, 2.6001, 0.3272], [-3.7025, 0.2021, 1.5449], [-1.6546, 2.1502, -0.8711], [-0.1832, 3.7575, -2.0566], [-2.9597, -1.7274, 0.1181], [2.1308, -1.4469, -0.5412], [-1.6392, -0.0609, -2.0236], [4.3493, 0.5398, 1.3260], [-4.5505, 0.5976, -2.5850], [-1.0607, 3.4746, -3.5705], [-1.0378, 1.4560, -4.6156], [2.2450, -3.3378, 2.3492], [1.6993, 3.3565, -1.4614], [-3.1026, -0.6693, 2.9872]], "nbo_charge": [-0.481, -0.499, -0.601, -0.441, -0.428, -0.614, -0.096, 0.160, 0.668, 0.222, -0.244, -0.177, -0.149, -0.222, -0.241, -0.402, -0.225, -0.244, -0.233, 0.275, 0.102, -0.215, -0.214, -0.213, -0.099, -0.246, 0.209, 0.207, 0.235, 0.229, 0.202, 0.155, 0.203, 0.203, 0.203, 0.214, 0.201, 0.174, 0.208, 0.178, 0.225, 0.167, 0.410, 0.201, 0.203, 0.208, 0.231, 0.212, 0.182]}


--- ii ---
{"formula": "C20H23N3O3", "method": "wB97M-V/def2-TZVPD", "lumo_ha": 0.0270, "smiles": "COC(=O)Nc1ccccc1C(=O)N1CCN(c2ccc(C)cc2)CC1", "e_homo_ev": -7.97, "gap_ev": 8.7, "total_charge": 0, "symbols": ["O", "O", "O", "N", "N", "N", "C", "C", "C", "C", "C", "C", "C", "C", "C", "C", "C", "C", "C", "C", "C", "C", "C", "C", "C", "C", "H", "H", "H", "H", "H", "H", "H", "H", "H", "H", "H", "H", "H", "H", "H", "H", "H", "H", "H", "H", "H", "H", "H"], "coordinates": [[-1.1934, 1.5733, 2.1560], [-2.3705, -0.3245, 2.5571], [3.0984, -0.2227, 2.6276], [-0.0997, -0.2102, 2.8443], [0.8689, 0.2361, -1.4146], [2.3181, -0.9979, 0.6585], [-0.6362, -2.4231, 3.7353], [1.0292, -4.1557, 3.6212], [1.5014, -1.9896, 2.7032], [0.2880, -0.8689, -0.6757], [-1.4082, 0.8408, -4.2446], [0.2363, -1.5459, 3.1057], [-2.3748, 2.2544, 1.7581], [2.3924, -1.0006, 2.0087], [1.7762, 1.0119, -0.5948], [1.8969, -3.2883, 2.9782], [-0.2354, -3.7243, 3.9845], [-0.6059, 0.2023, -3.3239], [-1.3300, 0.2773, 2.5329], [-0.1788, 2.2943, -2.2502], [0.0239, 0.9172, -2.3021], [2.8965, 0.0962, -0.0903], [1.3976, -1.7759, -0.1348], [-1.6107, 2.2164, -4.1938], [-2.4891, 2.8937, -5.2017], [-0.9801, 2.9267, -3.1849], [-2.4562, 3.9738, -5.0829], [1.9528, -2.2070, -0.9751], [-2.3833, 3.2220, 2.2576], [0.9683, -2.5804, 0.4625], [2.8813, -3.6165, 2.6791], [-3.5218, 2.5647, -5.0860], [-2.3582, 2.3921, 0.6749], [-0.3677, -1.4439, -1.3283], [-1.1197, 3.9967, -3.1173], [3.4547, -0.3076, -0.9397], [-0.3155, -0.4999, 0.1708], [-0.9155, -4.4027, 4.4768], [0.6746, 0.4323, 2.7367], [2.2134, 1.8036, -1.2048], [-1.8816, 0.2641, -5.0266], [1.2667, 1.4655, 0.2728], [-0.4489, -0.8629, -3.4056], [3.5719, 0.6418, 0.5703], [-2.1725, 2.6438, -6.2134], [0.2769, 2.8873, -1.4723], [-3.2520, 1.6702, 2.0414], [-1.6185, -2.0822, 4.0166], [1.3397, -5.1675, 3.8325]], "nbo_charge": [-0.527, -0.634, -0.623, -0.634, -0.452, -0.427, -0.226, -0.226, -0.148, -0.217, -0.213, 0.169, -0.266, 0.663, -0.225, -0.179, -0.190, -0.176, 0.896, -0.258, 0.147, -0.231, -0.224, -0.042, -0.623, -0.198, 0.213, 0.201, 0.190, 0.233, 0.220, 0.217, 0.189, 0.217, 0.207, 0.201, 0.175, 0.217, 0.426, 0.218, 0.208, 0.176, 0.201, 0.248, 0.217, 0.213, 0.216, 0.245, 0.217]}


The structure with the greatest stability is ii.


--- i ---
{"formula": "C3H6NO2", "method": "wB97M-V/def2-TZVPD", "lumo_ha": 0.1552, "smiles": "CC(=O)NC[O-]", "e_homo_ev": -3.67, "gap_ev": 7.9, "total_charge": -1, "symbols": ["O", "O", "N", "C", "C", "C", "H", "H", "H", "H", "H", "H"], "coordinates": [[-1.6724, -1.2185, 1.7680], [1.9386, 0.8343, -0.9152], [-0.1344, 0.3450, 0.3415], [-0.0590, 0.2726, -2.0894], [0.6928, 0.5350, -0.7230], [-0.5381, -0.6596, 1.7461], [-0.5214, 1.1625, -2.4534], [-0.8861, -0.3262, -1.7976], [0.5868, -0.4046, -2.7735], [-1.0709, 0.7723, 0.2012], [-0.1416, -0.0449, 2.5315], [0.2694, -1.3877, 1.4763]], "nbo_charge": [-0.798, -0.704, -0.816, -0.724, 0.676, 0.221, 0.201, 0.204, 0.210, 0.362, 0.097, 0.069]}


--- ii ---
{"formula": "C3H6NO2", "method": "wB97M-V/def2-TZVPD", "lumo_ha": 0.1463, "e_homo_ev": -4.00, "gap_ev": 8.0, "total_charge": -1, "symbols": ["O", "O", "N", "C", "C", "C", "H", "H", "H", "H", "H", "H"], "coordinates": [[2.0780, -0.0180, -1.2722], [3.3346, 0.6182, 0.5080], [-1.9439, 0.8524, 0.8877], [-0.4940, -0.9261, -0.0582], [-1.2246, 0.3494, -0.0479], [2.2874, 0.4926, -0.1460], [-1.6005, -1.0017, -0.3419], [-2.7025, 0.2365, 1.1591], [1.3942, 0.9606, 0.3541], [-0.1831, -1.3313, 0.8939], [0.0804, -1.1368, -0.9484], [-1.0261, 0.9042, -0.9880]], "nbo_charge": [-0.813, -0.775, -0.824, -0.647, 0.195, 0.625, 0.239, 0.345, -0.016, 0.238, 0.278, 0.156]}


--- iii ---
{"formula": "C3H6NO2", "method": "wB97M-V/def2-TZVPD", "lumo_ha": 0.1360, "e_homo_ev": -3.95, "gap_ev": 7.7, "total_charge": -1, "symbols": ["O", "O", "N", "C", "C", "C", "H", "H", "H", "H", "H", "H"], "coordinates": [[2.4635, -2.2550, -2.4374], [1.5488, -2.1041, -0.3740], [-0.9524, 1.5599, 0.3342], [1.6102, -1.8752, -1.5955], [-1.1311, 1.2104, 1.7063], [-0.3807, 0.6990, -0.3983], [0.9201, -1.1684, -2.1156], [-1.6522, 0.2658, 1.9013], [-0.1994, 1.2774, 2.2959], [0.1392, -0.2055, -0.0780], [-0.5485, 0.7142, -1.4898], [-1.8174, 1.8817, 2.2509]], "nbo_charge": [-0.793, -0.788, -0.454, 0.616, -0.447, -0.036, -0.018, 0.191, 0.192, 0.201, 0.160, 0.177]}


The structure with the greatest stability is iii.


--- i ---
{"formula": "C3H9N3O3", "method": "wB97M-V/def2-TZVPD", "lumo_ha": 0.0272, "smiles": "NCN(O)C(=O)O.C=N", "e_homo_ev": -8.88, "gap_ev": 9.6, "total_charge": 0, "symbols": ["O", "O", "O", "N", "N", "N", "C", "C", "C", "H", "H", "H", "H", "H", "H", "H", "H", "H"], "coordinates": [[1.6203, 0.6151, -0.9001], [-1.7765, 1.6812, -0.5063], [0.7851, 2.4727, 0.0546], [-0.6133, 0.8951, -0.6181], [-0.9560, -1.4916, -0.0939], [0.8437, 0.1264, 1.7049], [1.1658, -1.0787, 1.4532], [0.5710, 1.4656, -0.4942], [-0.8250, -0.4831, -1.1672], [0.7931, -1.9107, 2.0629], [2.5060, 0.7943, -0.5444], [-1.3731, 2.5865, -0.2128], [-0.9783, -2.3376, -0.5573], [-1.6928, -0.3816, -1.6858], [-1.9701, -1.2751, 0.3091], [0.1495, 0.4200, 2.3348], [0.0338, -0.7297, -1.7651], [1.7167, -1.3686, 0.6257]], "nbo_charge": [-0.761, -0.549, -0.635, -0.184, -0.813, -0.673, 0.017, 0.888, -0.056, 0.132, 0.512, 0.502, 0.354, 0.179, 0.358, 0.354, 0.219, 0.155]}


--- ii ---
{"formula": "C3H9N3O3", "method": "wB97M-V/def2-TZVPD", "lumo_ha": 0.0258, "e_homo_ev": -9.12, "gap_ev": 9.8, "total_charge": 0, "symbols": ["O", "O", "O", "N", "N", "N", "C", "C", "C", "H", "H", "H", "H", "H", "H", "H", "H", "H"], "coordinates": [[0.6253, -0.9752, 1.1058], [0.5054, 1.7372, -1.0994], [-1.6789, 0.6838, -0.2359], [-1.3649, -1.8553, 0.0597], [0.4808, -0.4461, -0.0487], [-1.0034, -0.9925, -0.7776], [0.1328, 1.1849, -0.0969], [1.4975, -0.8522, -1.0519], [0.1312, 1.7514, 1.2932], [-0.3812, 2.7107, 1.2458], [-0.8177, -1.8465, 0.9642], [-1.9033, 1.0692, -1.0946], [-2.2398, -2.3424, -0.0723], [1.2522, -0.4095, -2.0109], [-0.3607, 1.0937, 2.0010], [2.4575, -0.4840, -0.6964], [1.5025, -1.9387, -1.0912], [1.1648, 1.9116, 1.6062]], "nbo_charge": [-0.568, -0.641, -0.795, -0.526, 0.127, 0.119, 0.760, -0.441, -0.708, 0.241, 0.398, 0.470, 0.403, 0.240, 0.245, 0.227, 0.216, 0.231]}


The structure with the greatest stability is i.